ORCA calculation (the ωB97M-V functional and the def2-TZVPD basis) on 12 unconnected molecules or ions with the total composition C28H47Cl22F3I2NO2S at a distorted geometry.

Element x y z (Å)
1 C 3.44 -2.43 2.91
2 C 2.19 -2.60 2.01
3 C 1.57 -1.22 1.67
4 C 1.37 -0.47 3.00
5 C 0.36 -1.42 0.75
6 C 0.66 -2.30 -0.52
7 I -0.73 -3.82 -1.15
8 C 1.76 -2.21 -1.27
9 C 2.94 -1.30 -1.01
10 I 2.14 -3.42 -2.98
11 C -0.76 -2.21 1.49
12 O -1.16 -1.63 2.72
13 C -1.69 -0.33 2.58
14 C -1.46 0.41 1.24
15 S -3.01 0.15 0.20
16 C -1.48 1.93 1.50
17 C -0.59 2.54 2.61
18 C -0.61 4.04 2.51
19 F 0.54 4.69 2.80
20 C -1.64 4.79 2.09
21 F -1.51 5.87 1.34
22 F -2.91 4.51 2.36
23 N -0.40 -0.15 0.29
24 C 0.39 0.89 -0.46
25 C 1.41 1.72 0.29
26 O 1.28 2.91 0.31
27 H 4.21 -3.13 2.57
28 H 3.23 -2.70 3.95
29 H 3.89 -1.45 2.84
30 H 2.52 -3.12 1.12
31 H 1.48 -3.19 2.60
32 H 2.41 -0.70 1.20
33 H 0.64 0.34 2.96
34 H 2.30 -0.02 3.34
35 H 1.04 -1.16 3.76
36 H 2.71 -0.25 -0.85
37 H 3.46 -1.65 -0.12
38 H 3.66 -1.36 -1.82
39 H -1.66 -2.25 0.88
40 H -0.43 -3.22 1.71
41 H -1.31 0.23 3.43
42 H -2.77 -0.39 2.76
43 H -3.96 0.54 1.06
44 H -1.35 2.52 0.60
45 H -2.50 2.14 1.81
46 H -1.00 2.28 3.59
47 H 0.46 2.27 2.59
48 H -0.93 -0.58 -0.48
49 H 0.81 0.37 -1.32
50 H -0.33 1.57 -0.91
51 H 2.31 1.30 0.76
52 C 1.13 -4.19 -7.22
53 Cl 2.58 -4.75 -6.39
54 Cl 0.59 -2.61 -6.62
55 H 1.35 -4.09 -8.28
56 H 0.33 -4.90 -7.07
57 C 6.83 -5.06 -6.83
58 Cl 5.66 -4.99 -5.49
59 Cl 6.51 -6.43 -7.90
60 H 6.75 -4.15 -7.41
61 H 7.83 -5.17 -6.43
62 C 0.83 7.89 3.29
63 Cl 2.55 8.18 3.61
64 Cl 0.10 9.19 2.35
65 H 0.73 6.97 2.74
66 H 0.31 7.82 4.24
67 C 6.57 0.44 0.78
68 Cl 5.31 0.32 2.02
69 Cl 6.50 -0.89 -0.37
70 H 6.45 1.38 0.25
71 H 7.53 0.41 1.28
72 C -6.68 4.29 3.07
73 Cl -7.75 4.43 4.48
74 Cl -7.14 2.95 2.02
75 H -6.73 5.22 2.51
76 H -5.67 4.12 3.43
77 C -2.13 -0.31 -4.04
78 Cl -0.66 -0.82 -3.18
79 Cl -2.60 1.33 -3.59
80 H -1.92 -0.33 -5.10
81 H -2.93 -1.00 -3.78
82 C -10.26 1.47 5.38
83 Cl -9.71 0.14 4.36
84 Cl -11.94 1.25 5.90
85 H -9.63 1.52 6.26
86 H -10.19 2.39 4.82
87 C 1.84 -1.35 -10.28
88 Cl 2.63 -2.66 -11.16
89 Cl 0.14 -1.73 -9.94
90 H 2.35 -1.22 -9.33
91 H 1.88 -0.45 -10.87
92 C 2.71 -0.82 7.19
93 Cl 1.20 -0.48 6.33
94 Cl 4.13 -0.41 6.20
95 H 2.74 -0.22 8.09
96 H 2.74 -1.87 7.43
97 C -15.10 2.68 4.28
98 Cl -15.73 4.27 3.84
99 Cl -14.81 1.66 2.86
100 H -14.16 2.81 4.80
101 H -15.82 2.18 4.91
102 C 10.48 -4.37 -8.62
103 Cl 9.10 -3.48 -9.27
104 Cl 10.15 -5.08 -7.04
105 H 10.73 -5.17 -9.31
106 H 11.31 -3.68 -8.52

Properties
E	-12717.2819	hartree
net charge	+1
HOMO-LUMO gap	8.48	eV
HOMO	-11.343	eV

---

ORCA calculation (the ωB97M-V functional and the def2-TZVPD basis) on 3 unconnected molecules or ions with the total composition C28H48BClN4O12PS2 at a distorted geometry.

Element x y z (Å)
1 C 1.79 -3.17 1.11
2 C 0.74 -3.05 -0.01
3 C 1.33 -3.00 -1.44
4 O 1.70 -1.70 -1.91
5 C 0.60 -0.85 -2.08
6 C 0.68 0.29 -1.04
7 C 1.90 1.22 -1.23
8 C 2.17 1.70 -2.69
9 C 1.67 3.09 -3.10
10 O 0.56 3.41 -3.23
11 Cl 2.92 4.33 -3.51
12 C 1.85 2.32 -0.14
13 N 1.97 1.53 1.18
14 C 1.95 2.15 2.18
15 S 2.03 2.90 3.56
16 P 3.37 3.47 -0.19
17 C 4.83 2.67 0.60
18 C 2.97 5.12 0.55
19 N 0.57 3.05 -0.06
20 C -0.48 2.10 -0.04
21 N -1.39 2.21 0.87
22 S -1.37 3.55 2.00
23 C -2.48 1.22 1.01
24 B -3.24 1.21 2.43
25 O -4.21 2.15 2.79
26 O -2.95 0.20 3.35
27 N -0.62 1.00 -0.87
28 C -1.33 1.28 -2.14
29 C -2.30 2.48 -2.16
30 C -3.46 2.12 -3.15
31 C -2.99 1.67 -4.56
32 O -3.65 0.43 -4.85
33 C -2.83 -0.65 -4.64
34 C -3.08 -1.62 -3.51
35 O -1.92 -0.85 -5.37
36 H 1.25 -3.40 2.05
37 H 2.34 -2.25 1.30
38 H 2.49 -4.01 0.96
39 H 0.13 -3.96 0.03
40 H 0.07 -2.22 0.23
41 H 2.23 -3.63 -1.45
42 H 0.57 -3.40 -2.13
43 H -0.34 -1.39 -1.83
44 H 0.47 -0.49 -3.11
45 H 0.86 -0.23 -0.09
46 H 2.77 0.61 -0.95
47 H 1.80 1.00 -3.46
48 H 3.26 1.71 -2.84
49 H 5.26 3.27 1.42
50 H 5.59 2.53 -0.16
51 H 4.60 1.67 1.00
52 H 3.23 5.13 1.62
53 H 3.56 5.90 0.06
54 H 1.91 5.37 0.43
55 H 0.46 3.75 -0.79
56 H -1.01 2.96 3.18
57 H -2.01 0.23 0.90
58 H -3.26 1.30 0.23
59 H -5.03 1.83 2.38
60 H -3.57 -0.52 3.13
61 H -1.94 0.38 -2.35
62 H -0.65 1.36 -3.00
63 H -1.86 3.42 -2.54
64 H -2.79 2.71 -1.21
65 H -4.08 3.02 -3.26
66 H -4.10 1.37 -2.66
67 H -1.90 1.65 -4.70
68 H -3.38 2.40 -5.27
69 H -2.12 -1.91 -3.06
70 H -3.72 -1.22 -2.72
71 H -3.54 -2.55 -3.85
72 C 6.89 -4.11 3.99
73 C 5.77 -3.18 3.60
74 C 4.98 -3.63 2.40
75 O 4.51 -2.39 1.86
76 C 5.42 -1.44 2.22
77 O 5.44 -0.34 1.77
78 O 6.28 -1.91 3.15
79 H 7.45 -3.70 4.83
80 H 6.50 -5.09 4.27
81 H 7.60 -4.23 3.17
82 H 5.12 -2.99 4.46
83 H 4.15 -4.28 2.66
84 H 5.59 -4.13 1.64
85 C -6.01 -1.26 3.19
86 C -5.83 -1.59 1.73
87 C -5.55 -3.04 1.45
88 O -4.80 -2.98 0.23
89 C -4.18 -1.78 0.20
90 O -3.32 -1.47 -0.57
91 O -4.66 -0.96 1.18
92 H -6.16 -0.19 3.32
93 H -6.86 -1.79 3.61
94 H -5.11 -1.52 3.76
95 H -6.70 -1.24 1.16
96 H -6.45 -3.64 1.32
97 H -4.92 -3.51 2.21

Properties
E	-3840.1752	hartree
net charge	+1
HOMO-LUMO gap	6.76	eV
HOMO	-9.978	eV

---

ORCA calculation (the ωB97M-V functional and the def2-TZVPD basis) on 7 unconnected molecules or ions with the total composition C28H48BrClNO15P2 at a distorted geometry.

Element x y z (Å)
1 C -0.19 2.73 3.71
2 C -1.06 1.98 2.63
3 N -0.87 0.51 2.62
4 P 0.70 0.00 1.94
5 O 2.30 -0.63 1.45
6 C 2.53 -0.35 0.08
7 C 1.43 0.66 -0.53
8 Cl 2.12 2.40 -0.46
9 P 1.11 0.41 -2.41
10 O 2.04 1.60 -3.19
11 Br -1.09 0.93 -2.67
12 O 0.30 0.43 0.26
13 H -0.78 3.25 4.50
14 H 0.60 2.05 4.12
15 H 0.39 3.53 3.15
16 H -0.92 2.41 1.60
17 H -2.14 2.15 2.93
18 H -1.57 0.17 1.94
19 H 1.34 1.29 1.94
20 H 1.10 -0.34 3.30
21 H 0.30 -1.39 1.82
22 H 3.50 0.21 -0.04
23 H 2.40 -1.25 -0.58
24 H 2.94 1.28 -3.32
25 O -3.68 0.98 3.50
26 C -4.53 0.52 2.80
27 O -4.65 0.81 1.48
28 C -5.83 0.18 0.95
29 C -6.13 -0.96 1.90
30 C -5.63 -0.41 3.23
31 H -6.63 0.92 0.93
32 H -5.64 -0.16 -0.06
33 H -7.18 -1.25 1.91
34 H -5.54 -1.84 1.62
35 H -6.40 0.16 3.75
36 H -5.25 -1.20 3.87
37 O 3.82 3.05 5.60
38 C 4.06 3.27 4.44
39 O 3.16 3.13 3.45
40 C 3.79 3.36 2.18
41 C 5.01 4.20 2.50
42 C 5.39 3.69 3.88
43 H 4.05 2.40 1.73
44 H 3.10 3.88 1.52
45 H 5.81 4.10 1.76
46 H 4.73 5.25 2.56
47 H 6.05 2.82 3.83
48 H 5.84 4.48 4.49
49 O 4.14 6.85 1.00
50 C 3.59 7.74 1.58
51 O 2.79 8.65 0.96
52 C 2.37 9.64 1.91
53 C 2.53 8.99 3.27
54 C 3.71 8.06 3.05
55 H 3.02 10.52 1.80
56 H 1.34 9.94 1.71
57 H 2.68 9.71 4.08
58 H 1.64 8.40 3.50
59 H 4.66 8.56 3.23
60 H 3.63 7.16 3.65
61 O 1.74 -3.32 -2.86
62 C 1.52 -4.21 -2.09
63 O 0.80 -5.32 -2.41
64 C 0.64 -6.14 -1.24
65 C 1.77 -5.74 -0.32
66 C 1.96 -4.27 -0.65
67 H -0.34 -5.93 -0.81
68 H 0.69 -7.19 -1.52
69 H 1.55 -5.93 0.73
70 H 2.68 -6.30 -0.58
71 H 1.30 -3.63 -0.06
72 H 3.00 -3.96 -0.54
73 O -3.19 -1.92 -8.26
74 C -2.40 -1.38 -7.53
75 O -2.75 -0.51 -6.56
76 C -1.56 0.05 -5.96
77 C -0.46 -0.95 -6.25
78 C -0.90 -1.51 -7.60
79 H -1.37 1.03 -6.40
80 H -1.71 0.17 -4.88
81 H 0.53 -0.51 -6.26
82 H -0.47 -1.75 -5.50
83 H -0.52 -0.91 -8.43
84 H -0.60 -2.56 -7.72
85 O -2.78 -8.90 0.32
86 C -3.08 -8.41 -0.74
87 O -2.71 -7.17 -1.12
88 C -3.32 -6.86 -2.39
89 C -3.65 -8.20 -3.01
90 C -3.94 -9.06 -1.80
91 H -4.22 -6.25 -2.20
92 H -2.63 -6.28 -2.99
93 H -4.47 -8.15 -3.73
94 H -2.77 -8.58 -3.53
95 H -4.99 -8.99 -1.49
96 H -3.65 -10.09 -1.95

Properties
E	-5996.0604	hartree
net charge	-1
HOMO-LUMO gap	6.14	eV
HOMO	-4.171	eV